#1
ORCA calculation (ωB97M-V/def2-TZVPD) on a cluster of 12 separate species, H24O12 in total.

The geometry in XYZ format:
```
36
H24O12, DFT ωB97M-V/def2-TZVPD
H -0.85 -0.61 0.19
H 0.60 -0.21 0.41
H 2.74 -0.55 -1.85
H 1.80 -1.01 -0.75
H -1.51 1.70 -1.52
H -0.25 1.81 -2.37
H 2.50 -2.67 2.59
H 2.39 -1.33 3.29
H -1.87 0.38 1.41
H -3.25 -0.07 1.88
H 3.45 2.72 0.23
H 4.78 3.34 0.64
H 3.74 -2.81 -1.23
H 4.46 -2.99 -2.56
H -1.47 4.41 1.45
H -1.49 3.59 0.17
H -3.61 -3.81 0.45
H -4.29 -3.02 1.55
H -2.01 -1.34 -1.69
H -0.54 -1.65 -1.95
H 0.88 2.09 1.05
H 0.79 3.36 0.21
H -4.35 -0.56 -1.61
H -3.71 0.51 -0.74
O -0.09 -0.20 -0.25
O 1.81 -0.77 -1.69
O -1.11 2.23 -2.22
O 2.34 -2.27 3.46
O -2.54 -0.30 1.27
O 4.30 2.51 0.64
O 4.38 -3.37 -1.68
O -1.31 3.52 1.12
O -3.45 -3.12 1.10
O -1.12 -1.11 -1.40
O 1.43 2.74 0.60
O -4.52 0.00 -0.85
```

## Properties
HOMO level: -10.151 eV
Kohn-Sham gap: 10.01 eV
SMILES string: O.O.O.O.O.O.O.O.O.O.O.O

#2
ORCA calculation (ωB97M-V/def2-TZVPD) on a cluster of 12 separate species, H24O12 in total.

The geometry in XYZ format:
```
36
H24O12, DFT ωB97M-V/def2-TZVPD
O -1.26 -1.25 3.82
H -1.81 -2.03 3.95
H -0.42 -1.72 3.86
O 0.32 4.00 -2.21
H -0.61 4.06 -2.53
H 0.49 3.21 -2.73
O -0.53 0.82 -4.05
H 0.13 0.53 -4.69
H -0.63 0.04 -3.48
O -1.73 4.14 0.59
H -2.44 3.48 0.45
H -1.12 3.40 0.66
O 1.62 -2.25 -0.64
H 2.19 -2.79 -0.09
H 1.73 -1.34 -0.33
O -0.04 -3.24 -2.85
H -0.61 -2.52 -2.61
H 0.26 -3.56 -1.99
O 2.01 -2.10 1.93
H 2.40 -1.85 2.79
H 2.14 -1.20 1.64
O -1.64 -4.20 -0.37
H -0.93 -4.87 -0.46
H -1.93 -4.41 0.53
O -1.23 2.04 2.57
H -1.55 1.38 3.19
H -1.39 2.84 3.07
O 3.01 1.04 1.76
H 3.90 1.19 1.30
H 2.73 1.94 1.80
O -2.80 -2.40 -2.29
H -2.09 -2.85 -1.79
H -2.22 -2.01 -2.96
O 1.33 3.81 0.99
H 1.96 4.06 0.30
H 0.77 4.60 0.87
```

## Properties
HOMO level: -10.937 eV
Kohn-Sham gap: 10.99 eV
SMILES string: O.O.O.O.O.O.O.O.O.O.O.O

#2 takes first place; second place is 45.3 kcal/mol up.

#1
ORCA calculation (ωB97M-V/def2-TZVPD) on a cluster of 12 separate species, H24O12 in total.

The geometry in XYZ format:
```
36
H24O12, DFT ωB97M-V/def2-TZVPD
O -0.06 0.17 2.48
H -0.66 -0.39 2.94
H 0.05 -0.26 1.64
O 2.92 1.94 0.92
H 3.49 2.69 1.02
H 2.08 2.33 0.72
O -2.92 -1.27 1.96
H -3.74 -0.90 2.27
H -2.89 -1.16 1.02
O -2.71 -1.32 -0.72
H -1.90 -0.84 -0.70
H -2.45 -2.15 -1.12
O 0.27 -3.30 -3.50
H 0.17 -2.45 -3.08
H 1.17 -3.46 -3.78
O 3.04 0.39 -1.23
H 2.95 1.04 -0.54
H 2.15 0.35 -1.60
O 0.49 -0.76 -2.71
H 0.15 0.11 -3.02
H 1.23 -0.91 -3.27
O 0.24 2.40 0.05
H -0.68 2.77 0.17
H 0.36 2.59 -0.91
O 0.40 -3.26 -0.82
H 1.33 -3.09 -0.78
H 0.06 -3.22 0.10
O -0.38 -0.17 -0.08
H -0.22 0.76 -0.08
H -0.23 -0.46 -0.96
O 0.94 2.68 2.90
H 0.55 1.95 2.42
H 1.90 2.64 2.88
O -2.29 1.86 1.95
H -1.87 1.01 2.15
H -3.00 1.70 1.32
```

## Properties
HOMO level: -10.419 eV
Kohn-Sham gap: 9.71 eV
SMILES string: O.O.O.O.O.O.O.O.O.O.O.O

#2
ORCA calculation (ωB97M-V/def2-TZVPD) on a cluster of 12 separate species, H24O12 in total.

The geometry in XYZ format:
```
36
H24O12, DFT ωB97M-V/def2-TZVPD
O 6.48 -6.12 25.05
H 7.25 -5.87 25.24
H 6.61 -7.04 24.83
O 3.03 -6.54 26.30
H 2.46 -6.30 26.94
H 3.74 -5.86 26.18
O 3.65 -12.79 26.88
H 3.31 -12.81 27.76
H 3.54 -11.87 26.59
O 6.23 -11.16 25.12
H 7.04 -10.59 25.15
H 6.44 -12.07 24.92
O 6.13 -7.22 27.64
H 5.91 -6.67 27.00
H 5.83 -6.59 28.15
O 6.06 -10.72 22.51
H 6.77 -11.08 21.91
H 6.02 -11.11 23.48
O 0.89 -6.56 24.39
H 0.92 -5.68 24.22
H 1.81 -6.72 24.50
O 4.44 -8.56 25.05
H 3.98 -8.01 25.72
H 4.19 -9.55 25.21
O 2.73 -10.70 25.51
H 2.95 -11.18 24.67
H 1.80 -10.55 25.53
O 4.60 -7.65 22.58
H 4.76 -6.80 22.25
H 4.92 -7.91 23.47
O 5.24 -9.94 27.47
H 5.00 -8.93 27.33
H 5.44 -10.20 26.58
O 7.36 -8.48 23.76
H 6.83 -9.07 23.39
H 8.05 -8.78 24.36
```

## Properties
HOMO level: -10.050 eV
Kohn-Sham gap: 10.02 eV
SMILES string: O.O.O.O.O.O.O.O.O.O.O.O

#3
ORCA calculation (ωB97M-V/def2-TZVPD) on a cluster of 12 separate species, H24O12 in total.

The geometry in XYZ format:
```
36
H24O12, DFT ωB97M-V/def2-TZVPD
H -1.25 0.10 -0.38
H 0.04 -0.66 -0.11
H -1.92 -1.97 1.99
H -2.69 -2.82 2.99
H -3.35 -2.04 0.10
H -4.60 -2.76 0.57
H 4.45 -0.56 -1.21
H 4.44 -0.62 0.30
H 2.81 -0.32 -1.03
H 2.40 -0.47 -2.49
H 2.04 3.16 0.16
H 2.71 2.60 -1.08
H -1.63 -1.75 -3.20
H -0.58 -2.05 -2.15
H 0.57 2.74 2.18
H 2.03 2.96 2.53
H -2.80 4.55 -0.41
H -2.10 3.21 -0.31
H -3.54 1.65 -2.09
H -2.84 0.30 -2.12
H -0.81 0.01 2.17
H -0.13 1.08 1.35
H 2.47 -3.54 1.83
H 3.85 -3.11 1.34
O -0.42 -0.16 -0.80
O -2.15 -2.03 2.93
O -4.31 -2.03 0.01
O 5.03 -0.70 -0.45
O 2.86 0.12 -1.89
O 2.63 2.46 -0.13
O -1.26 -2.47 -2.68
O 1.41 2.98 1.79
O -2.75 3.76 0.13
O -2.67 1.25 -2.20
O -0.88 0.48 1.34
O 2.96 -3.33 1.03
```

## Properties
HOMO level: -10.677 eV
Kohn-Sham gap: 10.38 eV
SMILES string: O.O.O.O.O.O.O.O.O.O.O.O

#4
ORCA calculation (ωB97M-V/def2-TZVPD) on a cluster of 12 separate species, H24O12 in total.

The geometry in XYZ format:
```
36
H24O12, DFT ωB97M-V/def2-TZVPD
O -18.84 -9.10 -12.86
H -18.00 -9.16 -12.40
H -19.44 -9.66 -12.35
O -17.15 -8.02 -9.37
H -16.70 -7.17 -9.32
H -18.10 -7.80 -9.29
O -20.64 -10.39 -6.22
H -21.25 -9.65 -6.34
H -21.01 -11.09 -6.77
O -18.45 -12.26 -8.54
H -18.43 -12.92 -7.84
H -17.53 -12.14 -8.79
O -19.21 -6.72 -8.10
H -19.20 -5.79 -8.36
H -19.92 -7.12 -8.65
O -21.17 -11.11 -12.54
H -22.01 -11.59 -12.51
H -20.52 -11.72 -12.13
O -22.18 -11.34 -8.69
H -22.96 -11.03 -8.21
H -22.44 -12.21 -9.02
O -19.49 -12.98 -11.19
H -20.25 -13.35 -10.74
H -18.91 -12.65 -10.48
O -18.15 -8.79 -6.41
H -18.36 -8.11 -7.08
H -18.82 -9.47 -6.56
O -22.62 -9.18 -11.18
H -22.22 -9.69 -11.91
H -22.78 -9.81 -10.49
O -20.71 -7.48 -10.42
H -20.10 -8.24 -10.36
H -21.56 -7.91 -10.62
O -19.77 -9.92 -9.48
H -19.18 -10.66 -9.27
H -20.67 -10.28 -9.34
```

## Properties
HOMO level: -9.706 eV
Kohn-Sham gap: 8.80 eV
SMILES string: O.O.O.O.O.O.O.O.O.O.O.O

#4 takes first place; second place is 17.6 kcal/mol up.